Record 1
Below is a 7-piece molecular cluster, C28H44Br2NO12S overall, with properties calculated with ωB97M-V with the def2-TZVPD basis set.

The calculation puts the HOMO energy at -11.19 eV. The multiplicity is 1. As for the orbital gap: 8.1 eV. As for the LUMO energy: -3.064 eV. Its net charge is +1.

Positions of all 88 atoms, in Å:
C: 10.4509 1.2958 -0.4435
C: 9.8699 2.4312 -1.2704
Br: 11.0554 3.7081 -2.0624
C: 8.5730 2.5825 -1.4468
Br: 7.8468 4.0267 -2.4934
S: 7.4382 1.4290 -0.7119
C: 5.8821 1.3739 -1.6991
N: 5.0007 2.4939 -1.4967
H: 11.3406 0.9240 -0.9582
H: 10.7005 1.6285 0.5686
H: 9.7562 0.4536 -0.3775
H: 7.1326 1.9311 0.5194
H: 6.1792 1.2735 -2.7511
H: 5.3362 0.4623 -1.4279
H: 5.4689 3.2848 -1.0720
H: 4.2278 2.2145 -0.8937
O: 12.6341 3.4765 2.1191
C: 13.4124 2.5705 2.0706
O: 13.0589 1.3179 1.6828
C: 14.1790 0.4244 1.8395
C: 15.4062 1.3227 1.8231
C: 14.8752 2.6047 2.4545
H: 14.0652 -0.1127 2.7832
H: 14.1857 -0.2956 1.0236
H: 16.2595 0.8934 2.3443
H: 15.7069 1.5194 0.7923
H: 14.9538 2.5850 3.5425
H: 15.3604 3.4909 2.0552
O: 2.8699 0.9901 0.6209
C: 1.8150 1.3537 0.1663
O: 1.7012 1.9082 -1.0576
C: 0.3383 2.3395 -1.2747
C: -0.4910 1.5112 -0.3115
C: 0.4703 1.3115 0.8537
H: 0.2759 3.4092 -1.0669
H: 0.0636 2.1685 -2.3126
H: -1.4286 1.9881 -0.0340
H: -0.7258 0.5444 -0.7599
H: 0.4167 2.1297 1.5743
H: 0.3172 0.3571 1.3511
O: -2.3043 -2.4499 0.1845
C: -1.7398 -2.7370 -0.8296
O: -0.5848 -2.1439 -1.2277
C: -0.2168 -2.6213 -2.5344
C: -0.9247 -3.9574 -2.6843
C: -2.1945 -3.7396 -1.8669
H: -0.5483 -1.8915 -3.2768
H: 0.8658 -2.7163 -2.5927
H: -1.1080 -4.2321 -3.7215
H: -0.3257 -4.7482 -2.2287
H: -2.9939 -3.2937 -2.4613
H: -2.5391 -4.6557 -1.3952
O: -6.1014 -1.8138 -1.4295
C: -6.3777 -1.5028 -0.3027
O: -7.6392 -1.2509 0.1114
C: -7.6210 -0.7955 1.4811
C: -6.3121 -1.3097 2.0527
C: -5.4013 -1.2874 0.8305
H: -7.6759 0.2963 1.4836
H: -8.4837 -1.1927 2.0085
H: -5.9465 -0.7176 2.8894
H: -6.4366 -2.3370 2.3993
H: -4.9182 -0.3170 0.6984
H: -4.6584 -2.0794 0.8583
O: -4.0081 2.7092 -2.8301
C: -5.0550 2.2202 -3.1495
O: -5.3872 1.9479 -4.4340
C: -6.7443 1.4668 -4.4985
C: -7.0431 0.9409 -3.1058
C: -6.2011 1.8570 -2.2282
H: -7.3952 2.2981 -4.7797
H: -6.8175 0.6922 -5.2587
H: -8.1042 0.9475 -2.8620
H: -6.6836 -0.0841 -3.0112
H: -6.7358 2.7682 -1.9536
H: -5.8374 1.3474 -1.3391
O: -9.2069 -1.9025 4.4449
C: -10.2255 -2.4193 4.0868
O: -10.4961 -2.7029 2.7884
C: -11.8351 -3.2161 2.6683
C: -12.1820 -3.7481 4.0486
C: -11.3995 -2.8088 4.9599
H: -12.4924 -2.4004 2.3591
H: -11.8575 -3.9926 1.9069
H: -13.2524 -3.7662 4.2456
H: -11.8033 -4.7658 4.1594
H: -11.9679 -1.9109 5.2073
H: -11.0616 -3.3052 5.8654

***

Record 2
Below is an isolated ion of composition C6H12NO3 and charge -1, with properties calculated with ωB97M-V with the def2-TZVPD basis set.

The SMILES is CC(C)(C/C=C/O[O-])NO. The calculation puts the HOMO energy at -2.27 eV. The multiplicity is 1. As for the orbital gap: 5.5 eV. As for the LUMO energy: 3.250 eV. Its net charge is -1.

Positions of all 22 atoms, in Å:
C: 1.5114 0.9314 1.2293
C: 0.8985 0.0621 0.1062
C: 2.0050 -0.3398 -0.8695
C: -0.2303 0.8356 -0.6653
C: -1.5048 0.0621 -0.7998
C: -2.6365 0.4058 -0.1485
O: -3.7636 -0.2555 -0.2567
O: -4.7988 0.2440 0.5530
N: 0.3551 -1.1213 0.7940
O: 0.5435 -2.3500 0.0609
H: 1.0515 1.9147 1.2704
H: 2.5810 1.0606 1.0775
H: 1.3570 0.4450 2.1886
H: 2.4269 0.5551 -1.3235
H: 1.6056 -0.9844 -1.6479
H: 2.7956 -0.8782 -0.3463
H: 0.1566 1.1054 -1.6556
H: -0.4506 1.7669 -0.1395
H: -1.4987 -0.7968 -1.4560
H: -2.6509 1.2757 0.5117
H: -0.6692 -0.9870 0.7989
H: 0.9158 -2.9515 0.7183

***

Record 3
Below is a 8-piece molecular cluster, C24H72O32P8 overall, with properties calculated with ωB97M-V with the def2-TZVPD basis set.

The calculation puts the HOMO energy (spin up / spin down) at -12.07 / -12.07 eV. The multiplicity is 2. As for the orbital gap (spin up / spin down): 10.0 / 2.5 eV. As for the LUMO energy (spin up / spin down): -2.052 / -9.544 eV. Its net charge is +1.

Positions of all 136 atoms, in Å:
C: -5.4110 0.0959 -1.3934
O: -5.6109 -0.7222 -2.5390
P: -6.3851 -0.2368 -3.8995
O: -7.5707 0.5914 -3.6059
O: -5.1757 0.4646 -4.7852
C: -3.9216 -0.1247 -4.9012
O: -6.6166 -1.6040 -4.6502
C: -6.8528 -1.6975 -6.0291
H: -4.5430 -0.0314 -0.7465
H: -6.1861 -0.2196 -0.6949
H: -5.3984 1.1471 -1.6813
H: -3.7041 -0.9127 -4.1803
H: -3.0936 0.5788 -4.8142
H: -3.8128 -0.6339 -5.8589
H: -6.4604 -0.8420 -6.5790
H: -7.9326 -1.7225 -6.1752
H: -6.4556 -2.6668 -6.3306
C: -2.4541 6.1461 2.9919
O: -1.8065 6.8897 2.0671
P: -0.2080 6.8844 1.9650
O: 0.3848 5.5846 2.3851
O: 0.1805 8.1669 2.8159
C: 1.3697 8.7903 2.5344
O: 0.0264 7.2297 0.4118
C: -0.8746 6.7419 -0.6270
H: -1.7499 5.5626 3.5849
H: -3.1958 5.5450 2.4658
H: -3.0978 6.7464 3.6348
H: 1.7624 8.6714 1.5246
H: 2.1882 8.5653 3.2181
H: 1.2368 9.8693 2.4552
H: -1.4700 5.9343 -0.2011
H: -0.2155 6.4217 -1.4339
H: -1.5025 7.5234 -1.0548
C: 0.4339 2.8120 -0.1914
O: -0.1443 1.5410 0.0460
P: -1.5265 1.0790 -0.6441
O: -2.6794 1.9622 -0.3809
O: -1.7435 -0.4824 -0.2144
C: -1.5040 -0.8692 1.1539
O: -1.1113 0.9394 -2.2309
C: 0.0816 0.2389 -2.5066
H: -0.2089 3.6119 -0.5589
H: 1.2983 2.6790 -0.8420
H: 0.9036 3.1883 0.7174
H: -2.4248 -0.7484 1.7246
H: -0.7081 -0.3478 1.6858
H: -1.3476 -1.9442 1.2437
H: 0.9122 0.8247 -2.9003
H: -0.0781 -0.4936 -3.2978
H: 0.4292 -0.3705 -1.6724
C: 2.4321 -0.6985 6.3115
O: 1.3971 -0.1435 5.5033
P: 0.0881 -0.9406 4.9948
O: -0.8099 -0.0542 4.1513
O: 0.6629 -2.3425 4.3981
C: -0.2275 -3.2374 3.7357
O: -0.6490 -1.3151 6.3874
C: -1.5030 -0.3312 6.9831
H: 2.1934 -1.6618 6.7621
H: 2.5905 -0.0314 7.1589
H: 3.3538 -0.7441 5.7314
H: -0.3283 -4.1560 4.3137
H: 0.1813 -3.5160 2.7644
H: -1.2361 -2.8385 3.6278
H: -2.5731 -0.5253 6.9094
H: -1.3475 0.7133 6.7132
H: -1.1708 -0.4404 8.0155
C: 1.9527 -1.3772 -8.2276
O: 1.7094 -1.5495 -6.8697
P: 2.5395 -0.4641 -5.8605
O: 2.2491 -0.4742 -4.4091
O: 4.0763 -0.8230 -6.3659
C: 5.1596 -1.1831 -5.5011
O: 2.2071 0.9685 -6.5725
C: 2.4644 2.1871 -5.9611
H: 2.4497 -0.4608 -8.5456
H: 1.0380 -1.3760 -8.8204
H: 2.7142 -2.0728 -8.5800
H: 6.1331 -0.7467 -5.7245
H: 5.1252 -2.2715 -5.5502
H: 4.9309 -0.9348 -4.4647
H: 2.9479 2.8238 -6.7021
H: 3.1444 2.2098 -5.1095
H: 1.5495 2.6952 -5.6563
C: 4.7508 5.2500 4.5086
O: 4.0468 4.1759 3.9311
P: 3.8491 2.7493 4.8332
O: 5.1005 2.2726 5.5066
O: 2.6753 3.1857 5.8159
C: 2.5863 2.6740 7.1389
O: 3.1982 1.7636 3.7933
C: 2.1106 2.2153 3.0220
H: 4.9479 5.0820 5.5674
H: 4.1995 6.1653 4.2937
H: 5.7364 5.3360 4.0510
H: 3.3507 1.9215 7.3323
H: 1.6125 2.2752 7.4232
H: 2.6820 3.5183 7.8216
H: 1.7990 3.2559 3.1123
H: 1.2046 1.6826 3.3110
H: 2.4288 2.0918 1.9869
C: -3.4275 -2.8085 -1.5882
O: -2.7067 -3.9607 -2.0075
P: -1.3259 -3.7632 -2.9591
O: -0.5719 -4.9990 -3.2620
O: -1.8155 -2.7998 -4.2201
C: -0.8613 -2.4088 -5.1838
O: -0.4737 -2.6981 -2.1345
C: 0.6463 -3.0263 -1.3873
H: -4.4362 -2.8806 -1.9950
H: -2.9457 -1.9202 -1.9966
H: -3.4743 -2.6783 -0.5070
H: -1.0674 -2.8901 -6.1398
H: 0.1735 -2.7174 -5.0355
H: -0.8667 -1.3378 -5.3861
H: 1.0310 -4.0076 -1.6650
H: 0.6102 -2.9291 -0.3023
H: 1.3789 -2.3250 -1.7867
C: 2.1212 -8.3193 1.2608
O: 1.3061 -7.2273 0.8194
P: 0.9818 -5.9290 1.7220
O: 0.3911 -6.1792 3.0778
O: 2.3453 -5.0530 1.8959
C: 3.2972 -5.2635 2.9445
O: 0.1143 -5.0025 0.7330
C: -1.2207 -5.4162 0.3680
H: 1.5677 -9.2557 1.3297
H: 2.4484 -8.2402 2.2975
H: 3.0100 -8.4902 0.6533
H: 4.3145 -4.9985 2.6564
H: 3.3269 -6.3364 3.1348
H: 3.1251 -4.6384 3.8207
H: -1.2921 -5.7259 -0.6747
H: -1.8319 -4.5153 0.4232
H: -1.6218 -6.1181 1.0991

***

Record 4
Below is C63H78ClN5O3PRbS as an isolated structure, with properties calculated with ωB97M-V with the def2-TZVPD basis set.

The calculation puts the HOMO energy at -1.95 eV. The multiplicity is 1. As for the orbital gap: 5.2 eV. As for the LUMO energy: 3.264 eV. Its net charge is -2.

Positions of all 153 atoms, in Å:
Rb: 0.8176 1.3870 1.6943
C: 4.7239 -5.6071 -0.6179
C: 4.1729 -5.7400 0.8037
C: 3.3165 -7.0147 0.8665
C: 5.3685 -5.8861 1.7630
C: 3.3246 -4.5332 1.2015
C: 3.1127 -3.4752 0.3847
C: 2.3668 -2.3322 0.8193
N: 2.1529 -1.2338 0.0998
C: 2.2023 -1.1005 -1.2176
C: 2.1133 -2.1790 -2.1701
C: 2.1194 -1.9480 -3.5045
C: 2.2472 -0.5815 -3.9584
C: 2.2981 0.5080 -3.1544
C: 2.2373 0.3041 -1.6877
O: 2.2254 1.2403 -0.8928
C: 2.3511 1.9302 -3.7269
C: 3.5930 2.6673 -3.1897
C: 1.0783 2.7104 -3.3316
C: 2.4375 1.9157 -5.2529
C: 1.9594 -3.0473 -4.5521
C: 1.9072 -4.4382 -3.9256
C: 3.1528 -3.0064 -5.5226
C: 0.6588 -2.8269 -5.3451
C: 1.8698 -2.2403 2.2082
O: 1.2584 -1.2324 2.5871
C: 2.1119 -3.4187 3.0681
C: 2.7749 -4.4792 2.5353
C: 1.7010 -3.3886 4.5439
C: 2.4693 -2.2516 5.2459
C: 0.1890 -3.1398 4.7009
C: 2.0313 -4.7026 5.2512
H: 5.3066 -6.4988 -0.8688
H: 5.3790 -4.7355 -0.7115
H: 3.9153 -5.5109 -1.3489
H: 3.9268 -7.8988 0.6476
H: 2.5067 -6.9609 0.1317
H: 2.8649 -7.1465 1.8542
H: 6.0061 -6.7250 1.4583
H: 5.0421 -6.0641 2.7917
H: 5.9704 -4.9721 1.7545
H: 3.5892 -3.4181 -0.5863
H: 1.9370 -3.1725 -1.7774
H: 2.2549 -0.4180 -5.0320
H: 3.5561 2.7396 -2.1047
H: 3.6271 3.6830 -3.6022
H: 4.5089 2.1409 -3.4849
H: 1.0088 2.8432 -2.2524
H: 0.1853 2.1771 -3.6790
H: 1.0866 3.7056 -3.7910
H: 3.3296 1.3825 -5.6040
H: 2.4983 2.9474 -5.6105
H: 1.5514 1.4551 -5.7056
H: 2.8166 -4.6506 -3.3551
H: 1.8169 -5.1887 -4.7169
H: 1.0479 -4.5484 -3.2575
H: 4.0932 -3.0797 -4.9683
H: 3.1723 -2.0765 -6.0990
H: 3.0986 -3.8421 -6.2295
H: -0.2051 -2.8975 -4.6782
H: 0.5507 -3.5826 -6.1336
H: 0.6414 -1.8371 -5.8119
H: 2.9445 -5.3435 3.1705
H: 2.2047 -1.2848 4.8148
H: 3.5506 -2.3975 5.1433
H: 2.2194 -2.2337 6.3127
H: -0.0814 -2.1673 4.2991
H: -0.0847 -3.1697 5.7623
H: -0.3879 -3.9109 4.1749
H: 3.1062 -4.9184 5.2385
H: 1.4993 -5.5480 4.7970
H: 1.7175 -4.6288 6.2956
Cl: 1.0869 8.1420 4.5150
C: 1.2570 6.4010 4.2884
C: 2.5100 5.8706 3.9178
C: 2.6627 4.5233 3.7640
C: 1.5907 3.5757 3.9836
O: 1.7896 2.3354 3.8740
C: 0.3132 4.1712 4.3209
C: -0.8838 3.4044 4.5124
N: -0.9987 2.1303 4.4429
C: -2.1275 1.4754 4.8640
C: -2.8766 1.8636 5.9606
C: -3.9919 1.1195 6.3984
C: -4.3673 -0.0308 5.7628
C: -3.6115 -0.4861 4.6525
C: -3.9329 -1.6683 3.9481
C: -3.1623 -2.0658 2.8971
C: -2.0497 -1.2721 2.5390
N: -1.7370 -0.1578 3.1462
C: -2.4943 0.2516 4.1991
C: 0.1918 5.5729 4.4616
H: 3.3375 6.5462 3.7400
H: 3.6182 4.1056 3.4680
H: -1.7815 4.0102 4.7230
H: -2.5776 2.7551 6.5019
H: -4.5483 1.4618 7.2629
H: -5.2282 -0.6035 6.0915
H: -4.8023 -2.2425 4.2527
H: -3.3859 -2.9688 2.3394
H: -1.3837 -1.5842 1.7339
H: -0.7762 5.9913 4.7133
C: -2.8225 2.5842 -3.4410
C: -3.6482 2.2635 -2.1838
C: -5.0511 1.7978 -2.5848
C: -3.7910 3.5606 -1.3775
P: -2.6159 1.0594 -1.1187
C: -3.9101 0.6536 0.1367
C: -4.9001 -0.3288 0.0711
C: -5.8377 -0.4751 1.0884
C: -5.8018 0.3589 2.1982
C: -4.8044 1.3199 2.2976
C: -3.8606 1.4530 1.2860
C: -2.2764 -0.5169 -2.1150
C: -3.3054 -1.0590 -3.1061
C: -1.9217 -1.5835 -1.0641
C: -0.9763 -0.2212 -2.8918
H: -3.2469 3.4625 -3.9434
H: -2.8221 1.7541 -4.1572
H: -1.7844 2.8247 -3.1792
H: -5.5464 2.6150 -3.1264
H: -5.6598 1.5644 -1.7097
H: -5.0389 0.9228 -3.2397
H: -4.2160 4.3361 -2.0273
H: -2.8374 3.9357 -0.9987
H: -4.4639 3.4323 -0.5257
H: -4.9617 -0.9893 -0.7817
H: -6.5961 -1.2485 1.0127
H: -6.5313 0.2468 2.9932
H: -4.7409 1.9478 3.1810
H: -3.0613 2.1832 1.3866
H: -4.2783 -1.2635 -2.6593
H: -2.9290 -2.0039 -3.5256
H: -3.4546 -0.3677 -3.9381
H: -2.7561 -1.8184 -0.3992
H: -1.0829 -1.2417 -0.4487
H: -1.6069 -2.5058 -1.5691
H: -1.1515 0.4225 -3.7581
H: -0.5331 -1.1598 -3.2517
H: -0.2367 0.2677 -2.2521
C: -2.0877 7.2528 -3.6485
C: -0.9452 6.6650 -2.8582
C: 0.3696 6.7942 -3.2909
C: 1.3187 6.1528 -2.5049
N: 1.0381 5.4839 -1.4008
C: -0.2752 5.4446 -0.9903
S: -0.6917 4.5955 0.4376
N: -1.2741 6.0071 -1.7545
H: -1.7289 7.9402 -4.4184
H: -2.7658 7.7788 -2.9750
H: -2.6567 6.4522 -4.1302
H: 0.6327 7.3459 -4.1843
H: 2.3700 6.1694 -2.7951

***

Record 5
Below is one molecule with the formula C5H7Cl, with properties calculated with ωB97M-V with the def2-TZVPD basis set.

The SMILES is C=C(C)/C=C/Cl. The calculation puts the HOMO energy at -8.70 eV. The multiplicity is 1. As for the orbital gap: 9.6 eV. As for the LUMO energy: 0.914 eV.

Positions of all 13 atoms, in Å:
C: 2.3123 -1.2119 0.0753
C: 1.5397 -0.1305 0.0207
C: 2.1582 1.2330 -0.0970
C: 0.1360 -0.3591 -0.1109
C: -0.9035 0.4218 0.1497
Cl: -2.5066 -0.0761 -0.0236
H: 3.4056 -1.0519 0.1836
H: 1.8855 -2.2609 0.0642
H: 1.7805 1.9233 -0.8819
H: 1.7808 1.8072 0.8725
H: 3.2875 1.1273 -0.1329
H: -0.1020 -1.3971 -0.4046
H: -0.8820 1.4262 0.4736

***

Record 6
Below is a 2-piece molecular cluster, C3H11N2O overall, with properties calculated with ωB97M-V with the def2-TZVPD basis set.

The calculation puts the HOMO energy (spin up / spin down) at -18.96 / -18.96 eV. The multiplicity is 2. As for the orbital gap (spin up / spin down): 9.0 / 5.1 eV. As for the LUMO energy (spin up / spin down): -9.947 / -13.840 eV. Its net charge is +2.

Positions of all 17 atoms, in Å:
C: -1.1360 -2.0451 1.0829
C: -0.0346 -1.2213 0.4467
C: -0.3073 -0.2417 -0.5185
N: 0.7981 0.7056 -0.9714
N: 1.3107 -1.4509 0.8148
H: -1.0828 -2.3174 2.1006
H: -1.2554 -3.1258 0.6630
H: -2.2582 -1.5701 1.1329
H: -1.3064 0.2545 -0.6890
H: 0.7929 0.7820 -2.0105
H: 1.5050 0.1900 -0.4854
H: 0.7156 1.6710 -0.6453
H: 1.5067 -1.0080 1.7461
H: 1.7023 -2.3544 0.8965
H: -0.0940 4.0270 -1.9697
H: -0.7135 4.0813 -0.5056
O: -0.1432 3.6234 -1.0880